129
Properties=species:S:1:pos:R:3 method="wB97M-V/def2-TZVPD" e_tot_ha=-3887.01234 total_charge=0 e_lumo_ev=-2.837 orbital_gap_ev=2.29 homo_energy_ev=-5.13
C 0.06 -2.66 -4.63
H -5.96 -0.28 5.20
C 1.91 -0.02 -5.65
F 2.98 1.34 -2.75
H -2.62 1.80 2.71
C 3.04 0.78 -5.92
H -1.81 4.51 -2.83
H -2.31 -0.46 -7.71
C -1.45 4.03 -1.94
H 5.48 3.59 2.66
C 3.78 -0.39 0.91
H -1.53 1.10 -7.51
C -0.61 -1.00 -0.29
H 2.07 -1.06 -5.50
H -1.16 -2.29 -6.37
H -3.07 -0.24 1.23
C 4.40 0.16 -5.93
C 2.45 3.40 1.21
C -2.26 -2.76 -0.94
C -0.87 -1.21 5.02
C 0.27 -1.16 7.53
C 2.31 -0.04 -0.96
H 6.07 -2.74 -6.40
H -3.44 -5.23 1.11
C 6.99 -0.85 -6.05
C -2.04 4.29 -0.72
H 7.62 1.16 -5.70
C 0.09 -0.27 5.31
C -1.92 -1.41 -0.78
C -2.27 0.42 -7.07
C 3.76 3.79 1.42
H -2.64 0.60 -0.99
C -3.21 -0.66 3.30
H 7.99 -1.24 -6.09
C 0.08 2.55 -0.85
C 5.91 -1.69 -6.22
F -5.11 0.13 -1.63
C 3.24 0.78 -1.55
H -1.05 -2.77 8.00
H -2.53 -0.70 -5.23
H 2.00 -2.24 1.61
C -0.39 3.14 -2.01
C -0.50 -5.17 2.76
C 0.57 0.47 -5.59
C -1.59 3.67 0.43
C -5.02 0.21 2.00
C -0.82 4.02 5.28
C -4.14 -0.81 -1.50
H -2.06 3.87 1.38
H 2.11 1.24 3.77
H 0.33 -5.80 3.01
H 0.04 2.88 -2.96
C 4.62 -1.20 -6.16
H -5.41 0.52 1.05
H 5.32 2.04 -5.60
H -3.44 -2.88 1.86
C 0.28 -1.87 0.38
H 3.79 -1.86 -6.33
C -2.82 2.95 4.51
C -5.32 -0.25 4.33
H -1.54 -3.53 -0.75
C -2.88 -0.44 -1.11
F 5.91 0.64 0.92
C -4.45 -2.16 -1.64
C 2.54 -0.63 0.29
H 0.53 -1.97 -6.65
H 0.92 3.70 4.08
C -2.17 3.75 5.43
C 4.43 1.03 -0.90
O 2.96 1.98 -6.18
H -5.45 -2.44 -1.91
C -1.28 -2.11 5.98
C 6.78 0.50 -5.82
H -0.14 -2.84 0.67
H -0.76 -2.60 -3.92
H -6.85 0.51 3.05
C 3.90 2.32 3.30
O 0.29 1.66 -5.52
C 2.58 1.94 3.10
H 0.95 1.91 -0.89
H 0.37 0.44 4.56
H -3.24 0.90 -7.12
C -3.71 -0.22 2.10
Pd -0.06 -0.34 1.78
H -2.85 4.99 -0.66
C -0.50 -3.84 3.16
H -2.04 -2.84 5.74
H -1.56 -6.70 1.72
P -1.53 -1.30 3.35
H 1.87 3.84 0.42
C -2.62 -3.52 2.11
H -0.31 4.64 5.99
C -0.26 -1.89 -5.89
F -3.84 -4.45 -1.48
C -0.13 3.49 4.20
C -5.82 0.19 3.12
H 1.43 -0.31 -1.52
C 5.49 0.99 -5.76
C 1.86 2.48 2.06
H 0.74 -1.15 8.50
C 4.48 3.26 2.47
C -0.52 2.81 0.37
C 1.59 -1.55 0.87
C -1.56 -3.03 2.84
H 0.94 -2.25 -4.13
C 4.72 0.43 0.32
C -0.78 2.70 3.29
H 4.46 1.90 4.11
C -1.56 -5.67 2.03
H 0.26 -3.72 -4.83
C -2.12 2.42 3.44
H -3.87 2.74 4.62
H 5.17 1.64 -1.37
P 0.12 2.03 1.87
H -0.32 0.03 -0.52
H -3.61 -1.04 5.35
C -3.51 -3.14 -1.37
C 0.68 -0.25 6.57
H 4.21 4.52 0.77
C -2.62 -4.84 1.70
C -1.86 0.05 -5.66
H -2.71 4.17 6.26
H 0.33 -3.44 3.72
H -1.90 0.92 -5.00
C -4.01 -0.68 4.42
H 4.01 -0.83 1.86
N -0.49 -0.46 -5.61
C -0.72 -2.08 7.24
H 1.45 0.47 6.79

---

129
Properties=species:S:1:pos:R:3 method="wB97M-V/def2-TZVPD" multiplicity=4 e_tot_ha=-6801.52044 total_charge=+2 e_lumo_ev="-5.921 / -5.953" orbital_gap_ev="6.92 / 7.22" s2=3.790 homo_energy_ev="-12.84 / -13.17"
H 4.65 2.80 3.46
C 1.30 -6.52 2.25
H -0.46 -5.86 0.49
C 3.78 2.64 2.84
H 0.18 6.25 -1.74
H -5.08 4.31 -1.37
P 2.15 -0.67 -0.89
C -4.60 -0.47 -4.49
H -1.14 0.31 2.24
C -1.70 1.24 2.19
H 0.40 -1.89 1.84
V -0.20 -0.29 -0.73
C -1.95 -0.03 -3.73
C 3.68 -2.36 -4.27
C 3.57 -2.81 2.25
C -0.15 3.40 -3.53
H -3.15 2.79 -1.73
H 4.34 4.10 1.38
O 0.08 -3.39 3.55
C -2.85 -1.48 -0.35
H 2.94 1.14 4.13
H -0.77 -4.89 -1.74
C -2.09 3.39 1.17
C -3.04 -4.14 0.67
H 0.57 -6.67 4.79
H 4.78 -0.34 0.61
C -3.17 3.58 2.02
C -3.12 -1.73 0.95
H 4.20 -4.86 2.35
C 2.82 1.70 3.21
C 3.33 1.64 -1.72
H -0.27 3.09 -4.56
C 0.06 -3.96 1.31
C -2.96 -0.05 -2.78
P 0.09 1.78 0.22
C -1.01 -4.27 -0.88
C -2.55 -4.03 -0.74
C -2.77 1.45 3.05
C -3.51 2.62 2.96
H 1.55 -6.10 1.27
H 2.66 -3.58 -1.41
H -4.35 2.78 3.61
H -1.50 -0.23 -5.81
H 0.19 -8.22 3.02
H -2.69 -2.44 -2.27
H 2.45 1.69 -2.37
C 2.78 -2.06 0.11
H 0.45 -4.92 5.08
C 3.78 -4.08 1.73
C -3.23 -3.08 1.45
H -6.98 1.35 1.05
H 3.05 -6.47 4.60
C -6.13 1.67 0.46
H 0.27 4.59 0.09
H 2.76 -2.54 -6.19
H 6.19 3.30 -1.10
C -0.40 -4.79 0.36
H 0.98 0.74 2.69
C 3.47 0.58 -0.83
C -0.81 -2.75 -1.16
H -1.86 4.14 0.44
C -0.04 2.45 -2.53
C -3.59 -0.47 -5.44
C 0.15 4.27 -0.94
H -5.07 -0.26 -2.41
C 1.55 2.21 1.23
C 2.67 -2.15 -5.19
H -5.63 -0.62 -4.78
H -0.75 -7.19 1.96
C 2.93 -3.35 -0.39
C -2.35 -2.57 -1.24
C 1.72 1.48 2.40
H 3.83 -2.60 3.28
H -3.15 -4.65 -1.41
N -0.23 -1.99 -0.09
H 2.50 -5.77 6.11
C -3.99 1.22 -0.52
H 3.59 -5.34 0.01
C -3.99 2.49 -1.10
H 4.57 -2.90 -4.55
H 4.31 -2.06 -2.24
H -3.03 0.70 3.78
H -0.16 5.47 -4.07
C 2.38 -1.20 -2.61
C 1.02 -5.70 4.56
H 2.21 -6.96 2.65
H -3.83 -0.63 -6.48
C -2.28 -0.25 -5.06
N 0.88 -5.45 3.13
C 3.07 -1.80 1.45
H 6.48 1.41 0.46
C 3.53 -1.90 -2.98
C -1.34 2.22 1.26
C 5.59 1.48 -0.15
C 0.07 2.90 -1.21
H -3.75 4.49 1.94
C 4.30 2.62 -1.82
C -5.06 3.34 -0.90
C 2.47 -5.66 5.03
Ge -0.07 0.51 -3.28
H 4.17 3.43 -2.52
H -6.97 3.59 0.04
C -0.08 4.76 -3.26
C 1.55 -1.40 -4.85
C 3.44 -4.35 0.42
C 4.62 0.50 -0.05
C 0.24 -7.61 2.12
C -5.07 0.81 0.25
C 0.37 -4.27 2.75
H 2.90 -0.81 1.86
F 0.32 1.10 -4.95
P -2.57 0.18 -1.01
C 5.43 2.54 -1.02
H -5.11 -0.18 0.67
C -4.29 -0.26 -3.16
C 0.07 -2.54 1.04
H 0.48 -8.26 1.29
H -0.26 -2.54 -2.09
C 1.41 -0.89 -3.56
C 2.50 3.15 0.86
H -3.54 -3.20 2.48
H 2.92 -4.71 4.77
C 0.09 5.20 -1.96
H 2.40 3.72 -0.05
C 3.61 3.36 1.67
C -6.13 2.93 -0.12
H -3.22 -5.14 1.02
H 0.80 -1.19 -5.59
H -3.33 -0.92 1.64